--- P ---
Molecular formula: C5H9ClN2
Method: DFT, the ωB97M-V functional and the def2-TZVPD basis

Kohn-Sham gap in eV: 9.35

Each line ends with the Mulliken charge.
Positions of all 17 atoms, in Å:
C -0.2443 -1.4347 0.8376  -0.2889
C -0.1233 0.1128 1.2270  -0.5172
C 0.6112 0.8561 0.0532  0.5928
C 0.5010 2.1594 -0.0445  -0.7046
C 1.4432 -0.0629 -0.8486  -0.6432
H -2.3731 -1.5413 -1.6620  0.3301
H -2.6410 0.0462 -0.1748  0.2512
H 0.6953 -2.3658 1.0280  0.2809
H -1.2885 0.5884 1.3321  0.2010
H 0.4128 0.2827 2.3248  0.2399
H -0.3030 2.6159 0.6852  0.2564
H 0.7908 2.5714 -1.0687  0.2676
H 0.7789 -0.8858 -1.1846  0.3171
H 1.9946 0.3791 -1.6163  0.4188
N -1.8872 -0.6612 -0.7528  -0.4386
N -1.0939 -1.6569 -0.1293  -0.3314
Cl 2.7268 -1.0034 -0.0064  -0.2319



--- Q ---
Molecular formula: C5H9ClN2
Method: DFT, the ωB97M-V functional and the def2-TZVPD basis

Kohn-Sham gap in eV: 9.79

Each line ends with the Mulliken charge.
Positions of all 17 atoms, in Å:
C -0.3186 -0.4541 1.4378  -1.5800
C 0.2850 -0.6257 0.0248  0.0845
C -2.4370 1.0029 -0.2861  -0.3996
C 1.5180 0.1769 -0.1764  0.4525
C 2.5728 -0.3770 -0.7650  -0.7010
H 0.3587 -0.7132 2.2668  0.3693
H -1.1756 -1.0631 1.6568  0.3915
H -0.6762 0.6154 1.5839  0.3180
H 0.5391 -1.6072 -0.2159  0.3912
H -0.2396 -0.2784 -1.8525  0.3666
H -2.8673 0.0620 0.1422  0.3327
H -2.8672 1.9484 -0.1082  0.3319
H 2.5192 -1.4106 -1.0843  0.2682
H 3.5352 0.1926 -0.8459  0.2549
N -0.8097 -0.3435 -1.0243  -0.2998
N -1.3048 1.0144 -0.9074  -0.4335
Cl 1.3681 1.8601 0.1538  -0.1477



Quick one: least stable of them? P



--- P ---
Molecular formula: H10O4S
Method: DFT, the ωB97M-V functional and the def2-TZVPD basis

Kohn-Sham gap in eV: 10.45

Each line ends with the Mulliken charge.
Positions of all 15 atoms, in Å:
S -4.4742 -1.1485 -3.6223  -0.3036
H -4.4646 -2.0015 -2.5989  0.1553
H -5.1903 -0.1172 -3.1784  0.1482
H 2.4178 0.9211 0.4934  0.3038
H 2.9981 -0.4556 0.1173  0.3573
O 2.5971 0.3385 -0.2528  -0.6603
H -0.5280 -0.1068 -1.5792  0.3323
H 0.7239 -0.4732 -0.8054  0.3833
O -0.2482 -0.4421 -0.7182  -0.7464
H 0.0737 0.8415 0.5893  0.3905
H 0.0527 2.2079 1.2978  0.3098
O 0.2570 1.2795 1.4387  -0.6670
H 1.7191 0.0104 2.2427  0.3281
H 1.8117 -0.3585 3.7095  0.3067
O 2.2541 -0.4955 2.8663  -0.6380



--- Q ---
Molecular formula: H10O4S
Method: DFT, the ωB97M-V functional and the def2-TZVPD basis

Kohn-Sham gap in eV: 9.63

Each line ends with the Mulliken charge.
Positions of all 15 atoms, in Å:
S -1.0475 1.8864 -1.8484  -0.3352
H -0.0032 2.5544 -2.3618  0.1334
H -0.5919 0.6530 -2.1185  0.1765
H -0.1447 -2.0413 -1.8029  0.2882
H -0.4991 -1.3053 -0.4796  0.3873
O -0.4138 -1.1893 -1.4449  -0.6336
H -0.3235 1.8747 1.4119  0.3360
H -1.3723 1.7005 2.5378  0.3109
O -1.2169 1.5524 1.5960  -0.6576
H 2.8970 -0.4529 0.3408  0.3198
H 1.8651 -1.2280 -0.4451  0.3383
O 2.4345 -1.2976 0.3333  -0.6512
H 0.2252 -1.2049 1.4648  0.3326
H -1.0723 -0.2928 1.4144  0.4171
O -0.7366 -1.2093 1.4022  -0.7624



Quick one: least stable of them? P



--- P ---
Molecular formula: C2H6NO2
Method: DFT, the ωB97M-V functional and the def2-TZVPD basis

Kohn-Sham gap in eV: 7.79
Charge: -1

Each line ends with the Mulliken charge.
Positions of all 11 atoms, in Å:
C -0.4993 -0.6492 -2.0845  -0.3906
O 0.9309 -0.9658 -1.9446  -0.5683
H -0.9263 -1.6652 -2.0111  0.1753
H -0.7481 0.0160 -1.2575  0.1644
H -0.6435 -0.3850 -3.1295  0.2167
C 0.0007 0.7533 1.3654  0.1333
N -0.4932 1.4002 2.3773  -0.8137
O -0.0181 -0.4251 0.8980  -0.7011
H 0.8623 1.3334 0.8772  0.1609
H 1.0178 -0.8919 -0.9715  0.3782
H -0.0069 2.2784 2.4636  0.2449



--- Q ---
Molecular formula: C2H6NO2
Method: DFT, the ωB97M-V functional and the def2-TZVPD basis

Kohn-Sham gap in eV: 7.76
Charge: -1

Each line ends with the Mulliken charge.
Positions of all 11 atoms, in Å:
C 1.2200 1.8641 1.5029  -0.4839
O 0.5980 0.6824 1.8961  -0.5729
H 2.0683 1.9566 2.1917  0.1813
H 1.5088 1.8300 0.4430  0.2403
H 0.5354 2.7320 1.6019  0.1816
C -1.0305 -1.0593 -1.1419  -0.1210
N -0.0553 -0.6423 -0.3383  -0.4655
O -1.0181 -1.3596 -2.3515  -0.7010
H -1.9770 -1.2376 -0.5853  0.2734
H -0.0370 0.2638 1.2311  0.3955
H 0.8213 -0.9550 -0.7516  0.0723



Quick one: least stable of them? P



--- P ---
Molecular formula: CH2Cl2N2
Method: DFT, the ωB97M-V functional and the def2-TZVPD basis

Kohn-Sham gap in eV: 7.53

Each line ends with the Mulliken charge.
Positions of all 7 atoms, in Å:
C 0.7897 0.8382 0.0363  -0.2065
N -0.6055 -0.8169 0.8757  -0.3890
N -0.1312 -0.0686 0.0149  0.3032
Cl -1.1355 -2.3174 0.4794  0.0140
Cl -1.1206 -0.2655 -1.7719  -0.2158
H 0.8403 1.6548 -0.7147  0.2340
H 1.3628 0.9755 1.0802  0.2601



--- Q ---
Molecular formula: CH2Cl2N2
Method: DFT, the ωB97M-V functional and the def2-TZVPD basis

Kohn-Sham gap (alpha / beta) in eV: 7.98 / 8.93

Each line ends with the Mulliken charge.
Positions of all 7 atoms, in Å:
C 0.3830 -1.1671 -0.3351  0.5276
N 1.1630 -0.3847 -0.6592  -0.2929
N -1.4490 0.9378 0.4443  -0.4616
Cl -0.5457 -2.4168 0.1599  -0.0431
Cl 3.1352 -0.1148 -0.3472  -0.1892
H -0.6895 1.3891 -0.0609  0.2365
H -1.9970 1.7566 0.7982  0.2227



Quick one: least stable of them? Q



--- P ---
Molecular formula: CH2Cl2N2
Method: DFT, the ωB97M-V functional and the def2-TZVPD basis

Kohn-Sham gap in eV: 8.86

Each line ends with the Mulliken charge.
Positions of all 7 atoms, in Å:
C 0.2298 -0.1837 -0.1517  0.5256
N 0.9329 -0.4918 -1.1145  -0.4317
N -0.8080 0.5371 0.1436  -0.2771
Cl 1.2233 -0.1016 1.9959  -0.4691
Cl -2.1430 0.6770 -0.9052  -0.0323
H 1.7418 -1.2323 -1.0901  0.3415
H -1.1769 0.7955 1.1220  0.3432



--- Q ---
Molecular formula: CH2Cl2N2
Method: DFT, the ωB97M-V functional and the def2-TZVPD basis

Kohn-Sham gap in eV: 10.20

Each line ends with the Mulliken charge.
Positions of all 7 atoms, in Å:
C -0.9801 -0.2405 0.6524  0.2461
N -0.1954 -0.7753 1.4480  -0.3282
N 0.0987 -0.7407 -0.0521  -0.0649
Cl 2.0663 1.4516 -0.6121  -0.2468
Cl -0.1962 -2.1581 -0.9809  -0.1305
H -1.9685 0.1607 0.4970  0.2957
H 1.1753 2.3022 -0.9523  0.2286



Quick one: least stable of them? Q



--- P ---
Molecular formula: C4H7FO
Method: DFT, the ωB97M-V functional and the def2-TZVPD basis

Kohn-Sham gap in eV: 10.16

Each line ends with the Mulliken charge.
Positions of all 13 atoms, in Å:
C 2.3123 0.2376 -0.1966  -1.1291
C 0.8239 -0.0221 -0.0781  0.6694
C -0.0974 0.9258 -0.0646  -0.4049
C -1.4704 0.6236 0.2928  -0.3238
H 2.6870 0.2558 -1.1428  0.2977
H 2.8256 -0.4379 0.5255  0.3330
H 2.5681 1.1359 0.3342  0.3306
H 0.2359 1.9484 0.2160  0.2214
H -1.5275 0.4700 1.4170  0.2032
H -2.0390 1.5036 -0.0127  0.2922
H -1.5730 -1.1659 -0.2105  0.3058
O -2.0902 -0.4191 -0.4183  -0.4997
F 0.4593 -1.2163 0.2777  -0.2956



--- Q ---
Molecular formula: C4H7FO
Method: DFT, the ωB97M-V functional and the def2-TZVPD basis

Kohn-Sham gap in eV: 9.81

Each line ends with the Mulliken charge.
Positions of all 13 atoms, in Å:
C -1.5201 0.5522 -0.5378  -0.9590
C -0.9490 -0.8420 0.0189  -0.3844
C 1.0782 -0.1554 0.5433  -0.1616
C 2.3183 0.2502 0.2870  -0.1827
H -1.4639 1.3183 0.3457  0.2608
H -2.5550 0.4885 -0.8536  0.3624
H -0.9475 0.8410 -1.3924  0.3054
H -1.3252 -0.9438 1.0898  0.2894
H -1.4764 -1.6105 -0.5321  0.3714
H 0.5194 0.4431 1.1401  0.3923
H 2.8372 1.0646 0.7554  0.3390
O 0.4418 -1.0870 -0.1170  -0.3815
F 3.0422 -0.3190 -0.7474  -0.2514



Quick one: least stable of them? Q



--- P ---
Molecular formula: C4H33NO13S2
Method: DFT, the ωB97M-V functional and the def2-TZVPD basis

Kohn-Sham gap in eV: 8.89

Each line ends with the Mulliken charge.
Positions of all 53 atoms, in Å:
S -2.0966 2.4520 -2.3620  -0.2390
S -0.1895 1.8258 -1.9528  -0.0185
C -0.4923 0.4811 -0.7694  -0.1816
C 0.5273 0.3600 0.4287  -0.2054
C 1.7689 -0.2566 -0.1174  0.8054
N 1.8318 -1.6044 -0.1975  0.1003
C 0.7289 -2.5289 0.0180  0.1581
O 2.7334 0.4159 -0.5176  -1.0173
H -3.3697 1.9817 1.4451  0.2676
H -0.4739 -0.4212 -1.3343  -0.2889
H -1.5082 0.4416 -0.3995  0.5027
H 0.0693 -0.1911 1.2247  0.0093
H 0.6561 1.4286 0.5807  0.3275
H 2.7215 -1.9159 -0.5711  0.3167
H 0.7031 -2.7790 1.0890  -0.6278
H 0.9909 -3.4874 -0.4426  0.4593
H -0.2169 -2.2434 -0.3626  0.1994
H 2.5151 2.1557 -0.0002  0.3793
H 3.3538 3.2832 0.6573  0.2868
O 2.4573 2.9249 0.5650  -0.7291
H 3.2377 -0.3174 -2.1065  0.3331
H 2.6631 0.6519 -2.9888  0.3427
O 3.1392 -0.1989 -3.0706  -0.7004
H -2.0084 -5.0041 -1.0110  0.2960
H -3.2151 -4.0722 -0.7611  0.3790
O -2.5895 -4.6746 -0.3056  -0.6533
H 1.1495 -2.4199 -3.7562  0.2701
H 1.1875 -0.8773 -3.7706  0.2744
O 0.6769 -1.6353 -3.4497  -0.5526
H -1.4557 2.5389 4.1844  0.2592
H -0.9544 1.1212 3.6913  0.4211
O -0.8749 2.0898 3.5666  -0.6805
H -3.5733 -1.9520 -2.2101  0.3912
H -3.1477 -1.9004 -0.7004  0.2999
O -3.8683 -2.1251 -1.3035  -0.7144
H -2.6068 3.0047 -1.2475  0.1169
H -1.8492 2.1182 1.9444  0.3692
O -2.4721 1.9216 1.1929  -0.5869
H 0.1308 -2.8571 4.0245  0.3038
H 0.8694 -3.4245 2.7787  0.1192
O 0.7937 -3.4930 3.7283  -0.6470
H 2.6684 -0.5758 3.6039  0.2392
H 1.7927 0.7992 3.2770  0.3996
O 1.8447 -0.2140 3.3230  -0.5571
H -1.2347 -1.5919 -3.0871  0.3157
H -1.9300 -0.4830 -3.7499  0.2664
O -2.0807 -1.1549 -3.1018  -0.6094
H 2.0242 2.3183 2.1753  0.4025
H 0.8333 2.7515 3.2233  0.3771
O 1.7666 2.5018 3.0986  -0.7888
H 0.5711 -0.6977 3.4577  0.3883
H -0.6606 -0.9972 4.3765  0.2521
O -0.4063 -0.5890 3.5505  -0.8310



--- Q ---
Molecular formula: C4H33NO13S2
Method: DFT, the ωB97M-V functional and the def2-TZVPD basis

Kohn-Sham gap in eV: 8.13

Each line ends with the Mulliken charge.
Positions of all 53 atoms, in Å:
N -2.3686 -0.0746 -0.2823  -0.2587
C -2.2189 -0.2547 -1.7537  0.2600
C -2.1824 1.2061 -2.2854  -0.4227
O -2.6247 1.4628 -3.3742  -0.5119
C -1.1403 -1.0663 -2.3289  0.0696
S -1.0202 -0.9432 -4.0743  0.0187
S 0.5019 -2.0455 -4.5914  -0.1080
C 1.9518 -1.4865 -3.5684  -0.4511
H -2.7532 0.8237 -0.0277  0.2128
H -1.6046 -0.2676 0.3434  -0.0099
H -3.2667 -0.5319 -2.1732  0.1258
H -1.7634 1.9876 -1.6396  0.3596
H -0.2694 -0.7314 -1.7493  -0.3318
H -1.0547 -2.1324 -2.0870  0.5816
H 2.6672 -2.2737 -3.7849  0.4033
H 2.3036 -0.4962 -3.7494  0.2479
H 1.6106 -1.5068 -2.5575  -0.1024
H -1.7044 0.2501 2.6522  0.2232
H -2.6472 -1.0312 2.1970  0.2464
O -1.8078 -0.5829 2.1170  -0.5416
H 4.0684 -1.8674 1.8288  0.3252
H 3.6211 -0.5220 1.1153  0.4301
O 4.2262 -0.9242 1.7635  -0.8010
H 1.3489 3.3257 -0.2527  0.2587
H 0.0052 2.7134 -0.9629  0.3190
O 0.5637 2.7915 -0.1697  -0.6132
H -1.3593 1.3080 4.1843  0.3612
H -2.7163 1.8850 3.6098  0.3086
O -2.3453 1.1575 4.1108  -0.7028
H 0.5377 1.1343 2.1268  0.1763
H 1.0644 0.1931 3.3207  0.4095
O 0.4183 0.8582 3.0362  -0.6071
H 0.0541 1.6893 -3.4958  0.3004
H -0.6138 3.0679 -3.4535  0.3425
O 0.1656 2.5662 -3.0880  -0.6455
H 2.9236 0.1918 4.3342  0.3335
H 3.2519 -0.7906 3.3248  0.4018
O 2.5209 -0.5916 3.9489  -0.7224
H 1.8472 -3.4791 0.3809  0.2995
H 0.7224 -2.9245 1.2744  0.4131
O 1.6770 -2.7918 1.0470  -0.6884
H -1.8964 -2.7242 1.1599  0.3152
H -0.7631 -2.1324 1.8932  0.3469
O -0.9676 -2.9233 1.3424  -0.7865
H 2.1770 0.7368 -0.5150  0.3248
H 3.6598 0.8548 -1.2500  0.2462
O 3.1243 0.3465 -0.6319  -0.7231
H 0.2116 -0.1989 0.6385  -0.2186
H 1.2794 -1.2712 0.5482  0.1898
O 0.9799 -0.4480 0.0879  0.4515
H -3.9847 2.6886 -0.1310  0.2856
H -3.0489 3.2873 1.0153  0.2833
O -3.3617 2.4877 0.5762  -0.6251



Quick one: least stable of them? Q



--- P ---
Molecular formula: C6H9F3N3S
Method: DFT, the ωB97M-V functional and the def2-TZVPD basis

Kohn-Sham gap in eV: 8.22
Charge: +1

Each line ends with the Mulliken charge.
Positions of all 22 atoms, in Å:
C 0.7082 2.1804 0.0226  -0.3971
C -0.5566 1.7278 0.1215  -0.8548
C 1.9835 1.4220 -0.0001  1.1146
C -1.0312 0.3064 0.1183  0.4481
C 1.9903 0.0951 -0.0069  -0.1985
C -2.5361 0.3049 0.0356  0.9057
N -0.3203 -0.7353 0.0658  -0.6030
N 3.0776 2.2325 -0.1711  -0.5187
N -1.4523 -3.1772 -0.0153  -0.7951
F -3.2011 1.3475 -0.3610  -0.2342
F -2.8522 -0.7858 -0.7511  -0.2868
F -2.9859 0.0091 1.2347  -0.2481
S 2.7288 -1.2835 0.3746  -0.1826
H 0.9373 3.1809 -0.0816  0.3808
H -1.2194 2.5523 0.1282  0.3624
H -0.9038 -1.7780 -0.2516  0.4997
H 2.9945 3.1890 0.0446  0.2681
H 3.8459 1.7722 0.3228  0.2782
H -2.3093 -3.6088 0.3129  0.2681
H -0.7656 -3.4673 0.6768  0.2973
H -1.1594 -3.6971 -0.8234  0.2810
H 3.0273 -1.7872 -0.9964  0.2150



--- Q ---
Molecular formula: C6H9F3N3S
Method: DFT, the ωB97M-V functional and the def2-TZVPD basis

Kohn-Sham gap (alpha / beta) in eV: 8.42 / 8.42
Charge: +1

Each line ends with the Mulliken charge.
Positions of all 22 atoms, in Å:
C 2.3133 0.7489 0.1977  -0.6718
C 1.7950 -0.2778 1.0691  -0.2952
C 1.4973 1.5051 -0.6385  0.8103
C 0.4645 -0.6753 0.9905  -0.0173
C -0.2133 0.8048 -0.8290  0.4302
C -0.1757 -1.8885 1.6102  0.7948
N -0.3815 -0.0906 0.0720  0.0552
N 1.7151 2.6043 -1.3317  -0.4315
N -2.7222 -1.2413 -0.1866  -0.8569
F -0.7292 -2.6255 0.6897  -0.2558
F 0.7243 -2.6214 2.2491  -0.2740
F -1.1476 -1.5533 2.4391  -0.2578
S -1.4368 1.4244 -1.9071  -0.0843
H 3.3786 1.0444 0.2985  0.3312
H 2.3938 -0.9298 1.6896  0.4895
H -1.3577 -0.4581 0.0449  -0.0102
H 2.6388 3.0172 -1.5295  0.2379
H 0.9988 3.1752 -1.7667  0.1687
H -2.6829 -2.2296 0.1311  0.2621
H -3.1351 -1.1260 -1.0175  0.2271
H -3.3920 -0.6998 0.3299  0.2417
H -0.5455 2.0926 -2.6049  0.1062



Quick one: least stable of them? P